The following is a DFT calculation (ωB97M-V with the def2-TZVPD basis set) of a 3-piece molecular cluster, C6H4BrClNO2 overall at a distorted geometry.

Positions of all 15 atoms, in Å:
C -1.339 0.284 -0.835
C -0.085 0.911 -1.149
C -1.585 0.469 0.487
C -3.227 2.530 -3.399
C 0.345 1.538 -0.065
C -1.053 1.264 2.745
N -0.675 1.164 1.219
O -2.674 1.521 -3.355
O -3.589 3.608 -3.261
Cl 0.032 2.366 3.481
Br -5.567 1.499 -4.598
H -2.001 -0.106 -1.538
H 0.467 0.906 -2.029
H -2.428 0.156 1.116
H 1.151 1.957 0.474

Output
gap between HOMO and LUMO = 5.098 eV
energy relative to the best compared isomer or geometry (same formula, charge and spin) = 53.6 kcal per mole
total charge = -1
HOMO = -3.87 eV
lowest unoccupied orbital energy = 1.2264 eV

The following is a DFT calculation (ωB97M-V with the def2-TZVPD basis set) of a single C6H4Cl2 molecule at a distorted geometry.

Positions of all 12 atoms, in Å:
Cl -2.720 1.243 -1.599
C -1.195 0.601 -1.245
C -0.457 0.185 -2.329
C 0.830 -0.319 -2.161
C 1.458 -0.285 -0.949
C 0.683 0.108 0.178
Cl 1.694 0.100 1.733
C -0.682 0.363 0.064
H -0.891 0.321 -3.304
H 1.418 -0.617 -2.987
H 2.493 -0.422 -0.887
H -1.232 0.558 0.885

Output
gap between HOMO and LUMO = 10.044 eV
energy relative to the best compared isomer or geometry (same formula, charge and spin) = 14.9 kcal per mole
total charge = 0
HOMO = -9.34 eV
lowest unoccupied orbital energy = 0.7078 eV
SMILES = Clc1cccc(Cl)c1

The following is a DFT calculation (ωB97M-V with the def2-TZVPD basis set) of a 2-piece molecular cluster, C6H4Cl2N2OS overall at a distorted geometry.

Positions of all 16 atoms, in Å:
C 0.505 1.456 1.202
C -0.338 0.396 1.285
C 1.796 1.430 0.542
C -3.045 0.791 -1.264
C 2.072 -0.082 0.233
C -0.947 -2.201 -0.773
N -3.317 0.572 -2.355
N 0.107 -1.531 -0.561
O 2.558 2.320 0.183
S 0.703 -1.029 0.848
Cl -2.775 1.175 0.347
Cl -1.987 -2.720 0.530
H 0.357 2.449 1.617
H 2.377 -0.279 -0.740
H 2.945 -0.429 0.744
H -1.013 -2.318 -1.837

Output
gap between HOMO and LUMO = 8.357 eV
total charge = 0
HOMO = -8.73 eV
lowest unoccupied orbital energy = -0.3780 eV

The following is a DFT calculation (ωB97M-V with the def2-TZVPD basis set) of a 2-piece molecular cluster, C6H4Cl4F2N2 overall at a distorted geometry.

Positions of all 18 atoms, in Å:
C -0.397 -0.114 -3.467
C -0.608 0.186 -2.223
C -0.574 0.512 2.608
C -0.713 0.279 0.144
C -0.753 1.216 1.292
C 2.410 -1.193 -0.567
N -1.231 -0.521 2.862
N -0.363 0.672 -1.093
F 0.278 1.051 3.599
F -1.360 -0.863 0.273
Cl -2.321 2.219 1.260
Cl 3.506 -0.032 -1.192
Cl 1.376 -0.821 0.621
Cl 2.456 -2.772 -1.225
H -1.070 -0.075 -4.301
H 0.515 -0.685 -3.561
H -0.012 1.965 1.240
H -1.137 -1.025 3.731

Output
gap between HOMO and LUMO (alpha / beta) = 7.243 / 7.284 eV
energy relative to the best compared isomer or geometry (same formula, charge and spin) = 76.8 kcal per mole
total charge = 0
HOMO (alpha / beta) = -8.19 / -7.89 eV
lowest unoccupied orbital energy (alpha / beta) = -0.9480 / -0.6101 eV

The following is a DFT calculation (ωB97M-V with the def2-TZVPD basis set) of a single C6H4N2 molecule at a distorted geometry.

Positions of all 12 atoms, in Å:
H -0.201 -1.874 2.426
N -0.697 -1.485 1.529
C 0.018 -0.412 1.082
N 1.242 -0.109 1.495
C 1.830 0.408 0.382
C 0.965 0.610 -0.699
C -0.271 0.163 -0.209
C -1.340 0.143 -1.230
C -2.345 0.166 -1.830
H 2.832 0.913 0.688
H 1.488 1.069 -1.550
H -3.520 0.408 -2.086

Output
gap between HOMO and LUMO = 7.565 eV
energy relative to the best compared isomer or geometry (same formula, charge and spin) = 107.4 kcal per mole
total charge = 0
HOMO = -9.32 eV
lowest unoccupied orbital energy = -1.7582 eV
SMILES = [H]/N=C1\N=CC=C1C#C

The following is a DFT calculation (ωB97M-V with the def2-TZVPD basis set) of a single C6H4N2 molecule at a distorted geometry.

Positions of all 12 atoms, in Å:
H -3.497 -0.826 0.063
N -2.502 -1.303 0.054
C -1.516 -0.551 -0.099
C -1.281 0.931 -0.026
C 0.076 1.187 -0.029
C 0.696 -0.208 -0.080
C 2.109 -0.427 -0.037
C 3.285 -0.647 -0.029
N -0.195 -1.128 -0.101
H -2.054 1.785 -0.089
H 0.539 2.178 0.137
H 4.339 -0.991 0.239

Output
gap between HOMO and LUMO = 8.868 eV
energy relative to the best compared isomer or geometry (same formula, charge and spin) = 68.0 kcal per mole
total charge = 0
HOMO = -9.91 eV
lowest unoccupied orbital energy = -1.0369 eV
SMILES = [H]/N=C1\C=CC(C#C)=N1

The following is a DFT calculation (ωB97M-V with the def2-TZVPD basis set) of a single C6H4N2O2 molecule at a distorted geometry.

Positions of all 14 atoms, in Å:
O 2.536 1.264 -0.847
C 1.685 0.795 -0.138
C 0.415 1.439 0.353
N -0.539 0.331 0.166
C -1.833 0.155 -0.124
C -2.215 -1.111 -0.376
C -1.206 -1.880 -0.380
N 0.134 -0.876 0.239
C 1.486 -0.707 0.123
O 2.376 -1.475 0.263
H 0.539 1.555 1.371
H -0.036 2.391 -0.161
H -2.467 1.000 -0.103
H -0.875 -2.880 -0.386

Output
gap between HOMO and LUMO = 8.013 eV
energy relative to the best compared isomer or geometry (same formula, charge and spin) = 124.4 kcal per mole
total charge = 0
HOMO = -8.80 eV
lowest unoccupied orbital energy = -0.7919 eV
SMILES = O=C1CN2C=C=CN2C1=O

The following is a DFT calculation (ωB97M-V with the def2-TZVPD basis set) of C6H4N3O2 as an isolated structure at a distorted geometry.

Positions of all 15 atoms, in Å:
C -2.839 -0.873 -0.358
C -0.517 -1.986 -0.234
C -1.437 -1.005 -0.263
C -0.165 0.508 -0.125
C -0.585 2.104 -0.028
C 2.207 0.289 0.341
N -3.981 -0.730 -0.370
N 0.812 -1.643 0.003
N 0.875 -0.220 0.061
O -1.778 2.331 0.039
O 0.477 2.760 -0.001
H -0.761 -2.978 -0.282
H 2.280 0.661 1.400
H 3.041 -0.387 0.024
H 2.370 1.169 -0.207

Output
gap between HOMO and LUMO = 8.296 eV
energy relative to the best compared isomer or geometry (same formula, charge and spin) = 64.1 kcal per mole
total charge = -1
HOMO = -4.67 eV
lowest unoccupied orbital energy = 3.6218 eV

The following is a DFT calculation (ωB97M-V with the def2-TZVPD basis set) of a single C6H4O molecule at a distorted geometry.

Positions of all 11 atoms, in Å:
C -0.264 1.337 -1.883
C -0.655 0.756 -0.901
C -1.671 0.213 0.037
O -2.782 0.668 -0.042
C -1.147 -0.804 0.942
C 0.010 -1.055 1.211
C 1.420 -0.833 0.950
H -0.105 1.885 -2.785
H 1.973 -0.415 1.793
H 1.286 -0.058 0.158
H 1.936 -1.693 0.520

Output
gap between HOMO and LUMO = 10.328 eV
energy relative to the best compared isomer or geometry (same formula, charge and spin) = 85.2 kcal per mole
total charge = 0
HOMO = -10.36 eV
lowest unoccupied orbital energy = -0.0302 eV
SMILES = C#CC(=O)C#CC

The following is a DFT calculation (ωB97M-V with the def2-TZVPD basis set) of a single C6H4O molecule at a distorted geometry.

Positions of all 11 atoms, in Å:
C -0.046 -1.713 0.676
C -0.820 -1.203 -0.183
C -1.432 -0.109 -0.664
C -0.246 -0.045 0.789
C 0.777 0.808 0.166
C 0.438 1.124 -1.095
O -0.771 0.701 -1.569
H 0.108 -2.569 1.280
H -0.690 0.149 1.763
H 1.692 1.133 0.651
H 0.990 1.724 -1.813

Output
gap between HOMO and LUMO = 9.093 eV
energy relative to the best compared isomer or geometry (same formula, charge and spin) = 116.7 kcal per mole
total charge = 0
HOMO = -8.10 eV
lowest unoccupied orbital energy = 0.9974 eV